(1)
A molecular structure, C40H68Cl2GeI2N4O3SbTl in a non-equilibrium geometry. Source: the Open Molecules 2025 dataset; level of theory: wB97M-V/def2-TZVPD.

## Properties
Total energy: -163667.368 eV
HOMO: -11.8980 eV
Total charge: +2

Last column: Löwdin charge in e.
Cartesian coordinates (Å):
Tl  -1.038  -0.163  -1.073  0.721
I  -3.639  0.553  1.976  0.861
I  -4.955  -1.447  -0.598  0.819
Sb  -1.944  -4.443  -1.545  1.330
Ge  1.245  0.628  2.779  1.006
Cl  -2.672  -1.781  -3.628  0.426
Cl  -2.941  1.107  -3.587  0.515
O  -0.188  -1.906  1.261  -0.153
O  -0.440  2.289  -1.246  -0.245
O  1.098  1.295  1.003  -0.256
N  0.805  0.328  -2.955  -0.012
N  0.276  3.802  1.657  0.099
N  -1.989  4.262  -0.182  0.063
N  2.014  -1.000  -0.588  0.037
C  -0.661  0.341  4.952  -0.269
C  -3.880  -5.227  -1.011  -0.457
C  1.056  3.717  -4.185  0.041
C  -2.082  4.338  2.255  -0.152
C  1.463  4.114  1.261  0.021
C  -0.650  4.490  -2.173  -0.111
C  0.057  1.350  5.846  -0.284
C  -4.927  -4.942  -2.090  -0.213
C  3.627  3.848  0.263  0.041
C  -0.621  4.759  2.325  -0.121
C  2.199  -2.218  2.698  -0.273
C  2.417  3.251  0.658  -0.119
C  4.339  1.783  -0.603  0.054
C  -0.154  3.128  -2.173  -0.310
C  -2.774  4.730  0.952  -0.138
C  2.075  -2.238  -1.348  -0.202
C  3.018  -0.249  -0.700  -0.102
C  -0.249  -5.901  -3.709  -0.191
C  0.582  5.044  -4.199  -0.255
C  1.084  -2.707  3.615  -0.280
C  -0.991  -7.044  -0.043  -0.173
C  -0.783  -5.533  -0.073  -0.460
C  5.950  3.744  -0.710  -0.026
C  -1.674  -5.842  -3.166  -0.444
C  0.702  -4.157  3.352  -0.079
C  -0.271  5.400  -3.193  0.014
C  -3.136  -0.354  -4.580  -0.931
C  1.222  -2.127  -2.613  -0.201
C  3.160  1.140  -0.225  -0.098
C  1.013  6.000  -5.281  -0.037
C  -1.518  4.976  -1.164  0.006
C  4.626  3.124  -0.343  -0.235
C  2.189  1.862  0.486  -0.278
C  -0.056  0.987  7.323  -0.099
C  -0.578  0.642  3.447  -0.358
C  1.473  -0.885  -3.453  -0.205
C  0.702  2.768  -3.251  -0.117
C  1.228  1.413  -3.459  -0.100
C  -5.283  -0.624  1.324  -1.129
C  2.585  -0.761  2.929  -0.260
H  1.748  5.155  1.395  0.160
H  -4.177  -4.793  -0.055  0.032
H  2.073  6.246  -5.185  0.088
H  5.081  1.194  -1.134  0.131
H  -1.024  -5.088  0.897  0.019
H  -1.103  0.935  7.631  0.080
H  0.357  -4.293  2.325  0.034
H  -5.396  -1.434  2.032  -0.031
H  -0.336  -7.509  0.697  0.073
H  0.047  -4.942  -4.136  0.048
H  -0.375  -2.845  1.369  0.032
H  -0.682  6.405  -3.165  0.128
H  1.116  1.403  5.571  0.083
H  -0.966  1.644  3.237  0.025
H  -1.816  6.023  -1.192  0.151
H  3.896  -0.603  -1.259  0.135
H  0.203  -2.065  3.490  0.072
H  -1.719  0.317  5.226  0.116
H  -0.765  -7.502  -1.007  0.058
H  1.680  -3.046  -0.730  0.105
H  -2.015  -7.306  0.222  0.063
H  0.473  -6.161  -2.930  0.060
H  0.398  0.014  7.519  0.079
H  -2.161  3.254  2.395  0.052
H  2.062  1.384  -4.175  0.137
H  3.777  4.905  0.464  0.137
H  0.539  -1.852  0.639  -0.040
H  1.450  -2.996  -3.229  0.117
H  6.613  3.013  -1.169  0.083
H  5.819  4.569  -1.413  0.091
H  1.733  3.416  -4.980  0.133
H  -3.755  -6.301  -0.870  0.043
H  2.552  -0.708  -3.544  0.122
H  0.264  -5.297  -0.284  0.033
H  -0.001  2.828  1.527  0.116
H  -4.626  -5.346  -3.059  0.059
H  1.104  -1.079  -4.462  0.129
H  -0.093  -4.487  4.021  0.086
H  -6.156  0.013  1.300  -0.033
H  -3.765  4.279  0.914  0.127
H  0.441  1.723  7.953  0.077
H  2.942  -0.609  3.955  0.083
H  -1.166  -0.076  2.869  -0.038
H  3.396  -0.440  2.270  0.069
H  0.161  -2.189  -2.356  -0.001
H  3.088  -2.833  2.866  0.124
H  6.448  4.142  0.174  0.093
H  -0.482  5.731  1.849  0.135
H  1.558  -4.816  3.507  0.089
H  -2.489  -0.286  -5.444  0.037
H  -0.160  -6.649  -4.499  0.074
H  -0.265  -0.657  5.156  0.099
H  -1.670  3.279  -0.236  0.128
H  3.106  -2.496  -1.620  0.127
H  1.911  -2.372  1.652  0.069
H  1.994  1.889  3.279  0.030
H  -0.365  2.347  5.676  0.108
H  0.448  6.929  -5.233  0.082
H  -2.372  -5.548  -3.952  0.043
H  -0.311  4.860  3.365  0.137
H  -5.095  -3.869  -2.218  -0.017
H  -2.613  4.799  3.087  0.133
H  0.868  5.564  -6.270  0.088
H  -4.179  -0.435  -4.856  0.039
H  -2.892  5.813  0.890  0.135
H  1.411  -2.599  4.655  0.120
H  -5.885  -5.397  -1.835  0.076
H  -1.994  -6.816  -2.791  0.050

---

(2)
9 unconnected molecules or ions with the total composition C40H69N3O17 in a non-equilibrium geometry. Source: the Open Molecules 2025 dataset; level of theory: wB97M-V/def2-TZVPD.

## Properties
Total energy: -81859.079 eV
HOMO: -5.5443 eV

Last column: Löwdin charge in e.
Cartesian coordinates (Å):
O  10.507  -5.056  -1.704  -0.205
O  -4.467  -1.785  6.619  -0.130
O  -8.636  -3.676  -3.871  -0.186
O  -1.709  -7.855  -6.186  0.022
O  7.853  -5.806  0.029  -0.182
O  7.298  2.419  -3.092  -0.212
O  5.126  2.105  -5.119  -0.175
O  -5.961  14.388  9.905  -0.198
O  -0.173  6.629  2.689  0.006
O  3.741  -4.487  5.611  0.043
O  -2.781  -3.084  6.187  -0.104
O  -5.514  -11.769  -6.785  0.043
O  -9.392  -5.640  -5.929  -0.202
O  -6.278  11.845  7.994  -0.190
O  8.385  -1.525  6.145  0.040
O  3.925  7.031  -1.032  0.032
O  -4.172  -3.488  7.750  -0.054
N  -3.089  1.512  0.013  -0.067
N  -3.766  -2.792  6.865  -0.712
N  -1.633  -0.196  -0.408  -0.089
C  7.204  -3.566  6.228  -0.022
C  -3.503  -11.014  -5.885  -0.040
C  -3.771  -8.521  -7.279  0.018
C  6.444  1.909  -5.461  -0.246
C  4.848  -2.356  5.467  0.003
C  -10.358  -6.645  -5.535  -0.070
C  -1.169  0.916  -1.058  -0.015
C  1.778  7.857  -0.232  0.002
C  4.354  2.621  -6.150  -0.114
C  10.857  -5.555  -2.992  -0.123
C  10.404  -6.114  -0.682  -0.187
C  -4.051  2.227  0.769  -0.198
C  -2.676  -8.797  -6.366  -0.324
C  -5.713  13.112  7.864  -0.232
C  -9.895  -4.383  -6.003  -0.247
C  1.907  5.790  1.769  -0.016
C  7.356  1.545  -4.297  -0.156
C  0.840  6.738  1.737  -0.311
C  -6.784  15.035  10.902  -0.101
C  -9.913  -3.702  -4.565  -0.158
C  8.958  -6.634  -0.586  -0.128
C  -4.540  -10.809  -6.720  -0.350
C  -5.724  10.797  7.251  -0.101
C  5.995  -4.304  6.238  0.016
C  -4.650  -9.620  -7.461  -0.005
C  -1.003  -1.525  -0.257  0.032
C  6.067  -1.597  5.656  0.005
C  4.819  -3.689  5.796  -0.364
C  7.228  -2.235  5.963  -0.386
C  8.214  2.039  -2.014  -0.084
C  0.815  7.768  0.798  -0.022
C  7.946  -4.463  -0.321  -0.141
C  2.945  5.901  0.822  -0.014
C  2.884  6.959  -0.157  -0.306
C  -6.546  14.137  8.597  -0.175
C  -8.123  -4.908  -3.298  -0.091
C  -4.646  3.488  0.142  -0.048
C  -2.519  -10.040  -5.747  -0.006
C  -1.987  1.991  -0.719  0.027
C  -2.914  0.162  0.137  0.070
H  4.464  3.703  -6.077  0.097
H  -1.543  -7.408  -7.019  0.100
H  6.863  2.753  -6.009  0.124
H  -7.557  13.754  8.735  0.127
H  -5.473  11.245  6.290  0.082
H  8.161  2.678  -1.133  0.082
H  -10.639  -6.679  -4.483  0.078
H  -9.899  -7.626  -5.648  0.087
H  5.981  -5.379  6.342  0.114
H  8.772  -6.917  -1.623  0.112
H  9.139  -7.539  -0.006  0.117
H  10.247  -6.379  -3.361  0.077
H  -3.881  -7.546  -7.730  0.105
H  -0.365  0.905  -1.779  0.138
H  -6.517  15.035  7.980  0.118
H  11.866  -5.965  -2.949  0.080
H  6.057  -0.539  5.439  0.110
H  -10.795  -4.078  -4.048  0.111
H  -5.519  -9.476  -8.086  0.109
H  7.114  0.536  -3.963  0.112
H  3.834  5.289  0.843  0.104
H  -1.692  -10.098  -5.056  0.116
H  -1.516  -1.998  -1.095  0.109
H  7.925  1.016  -1.771  0.077
H  -3.702  2.378  1.790  0.146
H  -11.223  -6.518  -6.187  0.088
H  3.311  2.387  -5.935  0.085
H  2.847  -4.219  5.838  0.117
H  8.133  -4.056  6.476  0.114
H  -8.799  -5.639  -2.854  0.081
H  -10.883  -4.239  -6.441  0.115
H  -10.193  -2.652  -4.654  0.110
H  -9.189  -4.059  -6.767  0.128
H  4.704  6.594  -0.679  0.100
H  9.053  -2.087  5.746  0.098
H  -3.864  4.224  -0.046  0.077
H  3.901  -2.026  5.064  0.110
H  -5.403  3.302  -0.620  0.090
H  -6.477  10.062  6.965  0.087
H  -7.017  16.075  10.674  0.083
H  -7.686  -5.519  -4.088  0.072
H  -2.048  3.043  -0.956  0.127
H  -5.820  13.444  6.832  0.116
H  -5.176  3.880  1.010  0.086
H  7.200  -3.766  0.061  0.085
H  -3.628  -11.908  -5.293  0.118
H  0.100  6.349  3.566  0.098
H  -4.868  1.514  0.877  0.133
H  -3.589  -0.475  0.688  0.167
H  -1.274  -1.930  0.718  0.108
H  6.467  1.105  -6.196  0.124
H  11.057  -6.977  -0.813  0.118
H  9.232  2.034  -2.404  0.077
H  -5.245  -12.495  -6.217  0.092
H  8.394  1.410  -4.600  0.117
H  0.084  -1.445  -0.249  0.108
H  -7.361  -4.533  -2.615  0.084
H  1.958  5.038  2.542  0.106
H  -4.667  13.206  8.156  0.134
H  7.917  -4.409  -1.409  0.089
H  10.841  -5.712  0.232  0.122
H  -4.905  10.396  7.849  0.094
H  10.894  -4.879  -3.846  0.083
H  4.564  2.128  -7.100  0.090
H  -6.371  14.940  11.906  0.079
H  1.814  8.654  -0.960  0.110
H  -7.670  14.438  11.117  0.077
H  0.054  8.535  0.813  0.112
H  8.863  -4.163  0.186  0.084